Entry from the Open Molecules 2025 dataset: a cluster of 14 separate species, C37H102O14 in total at a distorted geometry (wB97M-V/def2-TZVPD).

The geometry in XYZ format:
```
153
Properties=species:S:1:pos:R:3:forces:R:3:mulliken_charge:R:1
O 1.655 -1.375 0.240 -0.1 -0.2 0.4 -0.178
O -5.101 1.756 -3.284 0.2 -0.5 -0.2 -0.598
O -3.259 -5.241 -2.008 -0.3 -0.2 -0.6 -0.605
O -6.455 0.157 0.802 0.3 0.2 0.2 -0.678
O -0.947 1.635 -6.101 0.4 0.1 0.0 -0.627
O -1.115 6.340 0.394 0.3 0.0 -0.2 -0.568
O -2.690 -5.313 3.498 -0.1 -0.3 -0.3 -0.503
O 1.771 -3.424 2.247 0.3 0.1 -0.3 -0.516
O 1.341 -1.528 -4.034 0.1 -0.1 -0.5 -0.615
O 4.601 5.509 -2.602 -0.3 0.2 0.1 -0.567
O 3.652 -0.865 -1.622 -0.5 0.0 0.4 -0.430
O -2.299 1.799 3.909 -0.1 -0.3 -0.3 -0.512
O 6.142 -0.540 2.628 -0.2 0.8 -0.4 -0.662
O 4.902 1.812 3.414 0.0 0.2 0.0 -0.571
C -4.344 -0.554 1.781 0.4 -0.1 0.7 -0.918
C 5.235 -2.592 1.797 0.0 -0.7 0.7 -1.599
C 0.488 0.466 -0.643 -0.7 -0.9 -0.1 1.241
C 1.253 -3.984 4.526 0.2 0.3 0.5 -1.547
C 4.947 -1.237 2.433 -0.8 -1.2 -0.4 0.863
C -1.112 1.025 3.967 0.8 0.6 0.9 1.024
C -0.872 -1.834 -4.778 -0.4 -0.2 0.0 -0.558
C 1.231 2.677 -5.954 0.2 0.6 -0.9 -1.156
C 4.709 0.039 -1.335 -0.2 0.2 -1.2 1.223
C 1.612 -1.574 3.740 -0.6 0.1 -0.1 0.606
C -0.747 -1.318 0.718 0.2 0.6 -0.6 -0.574
C -0.732 0.663 5.413 0.0 -0.8 -0.5 -1.078
C 3.258 3.569 3.520 -0.4 -0.1 0.0 -1.367
C -6.109 -2.231 1.217 0.3 0.3 0.4 -1.617
C -3.166 0.836 -2.159 0.0 0.6 -0.3 -0.140
C -0.418 4.116 0.748 0.0 -1.2 0.3 -0.339
C -2.832 4.844 1.146 0.1 0.0 -0.1 -1.385
C -3.411 -4.443 4.329 -0.6 1.0 0.8 -0.685
C -5.466 -0.866 0.828 -1.1 -1.6 -0.3 1.947
C -5.396 -4.074 -1.790 -0.6 0.6 -0.5 -1.319
C 5.529 0.071 -2.613 1.2 -0.6 -0.2 -1.863
C 3.836 2.396 1.375 -0.4 -1.0 0.5 -0.608
C 4.613 3.356 -3.650 -0.2 0.1 -0.5 -1.165
C -2.777 -3.061 4.444 -0.7 0.0 0.3 -0.096
C 0.112 -2.164 -3.666 0.5 0.2 -0.5 2.718
C -4.012 -4.077 -2.396 1.0 0.0 0.5 0.300
C 2.008 -3.023 3.597 -0.6 -0.9 0.8 0.798
C -4.612 1.286 -2.017 -0.2 0.4 -0.3 -0.310
C 3.008 3.949 -1.796 -0.7 0.3 -0.8 -0.285
C -1.555 4.988 0.315 -0.6 0.0 0.2 0.671
C 0.319 -3.657 -3.479 -0.6 -0.3 1.2 -1.488
C 0.194 1.494 -3.972 -0.2 0.7 -0.8 -0.100
C -0.051 2.344 -5.229 -0.1 -0.5 0.4 0.063
C 3.633 2.243 2.876 0.8 0.6 0.0 1.499
C 0.551 -0.516 0.524 0.0 0.1 0.1 1.738
C -3.207 -2.927 -1.846 0.0 1.3 1.1 0.298
C 3.731 4.446 -3.030 0.9 -0.1 0.1 0.154
H -0.793 1.514 6.089 0.0 0.1 -0.1 0.471
H 4.436 3.262 1.110 0.0 0.1 0.1 0.498
H -0.720 -2.510 -5.621 0.2 0.2 -0.1 0.423
H -0.243 4.166 1.826 0.2 0.4 -0.1 0.310
H 1.945 3.246 -5.357 0.0 -0.2 0.3 0.035
H -3.591 5.403 0.592 -0.3 0.0 0.4 0.439
H 1.669 -4.992 4.472 0.1 0.0 -0.1 0.472
H 3.749 3.794 -1.016 -0.2 -0.3 0.1 0.047
H 0.528 -1.477 3.605 0.0 -0.1 -0.1 -0.543
H 2.437 3.064 -2.090 0.4 -0.4 0.4 -0.108
H -1.838 4.702 -0.708 0.3 0.3 -0.1 0.120
H 3.990 4.338 3.273 0.1 -0.1 -0.1 0.370
H -2.119 2.622 4.375 -0.1 0.0 0.0 0.323
H -3.548 -1.297 1.692 0.0 0.0 -0.4 -0.089
H 5.932 -2.533 0.963 -0.1 0.3 -0.1 0.391
H -3.586 -4.808 5.351 0.4 -0.4 -0.1 0.333
H -1.210 0.142 3.336 -0.4 0.0 0.1 -0.321
H 1.396 1.017 -0.883 0.1 0.0 0.4 0.107
H 3.049 4.827 -3.796 -0.2 -0.1 0.2 0.406
H -5.375 -4.335 -0.734 0.1 -0.3 -0.1 0.302
H -3.885 0.434 1.731 -0.2 0.1 -0.4 0.207
H -3.598 -5.994 -2.510 0.1 0.0 0.2 0.339
H 2.086 -1.865 -3.523 -0.1 0.0 0.3 0.241
H -6.117 -4.669 -2.353 0.1 -0.3 0.2 0.453
H 2.076 -1.007 2.933 0.2 0.2 0.2 -0.906
H 4.938 3.697 -4.637 0.1 -0.1 0.0 0.425
H 3.063 -3.169 3.856 0.0 0.2 -0.5 0.193
H 4.393 -1.352 3.379 0.3 -0.2 0.1 0.418
H 0.831 0.650 -4.237 0.1 0.1 0.4 0.192
H -0.683 3.064 0.585 -0.2 0.1 -0.1 0.029
H -2.704 5.260 2.147 0.1 0.2 -0.1 0.360
H -2.285 -2.661 -2.355 0.0 -0.3 -0.4 -0.515
H -0.982 -1.930 -0.157 0.3 -0.2 0.1 -0.036
H 6.470 0.623 -2.528 -0.1 0.2 0.3 0.408
H -0.361 1.141 -0.538 0.1 0.1 0.0 -0.299
H 1.372 -3.644 5.558 0.0 -0.1 0.0 0.431
H -1.338 -0.158 5.801 -0.2 0.2 0.1 0.180
H -3.342 -2.485 5.187 0.2 -0.1 0.2 0.423
H 2.976 -0.902 -0.913 0.5 0.0 -0.2 0.181
H -0.261 1.595 3.569 -0.1 0.0 -0.2 -0.181
H 4.093 2.405 -3.783 -0.2 0.1 0.0 -0.020
H 2.853 2.403 0.900 0.1 0.3 -0.2 0.060
H 2.295 3.917 3.139 0.0 0.0 0.1 0.216
H -1.985 -5.739 3.991 0.0 0.0 0.1 0.317
H 4.910 1.969 4.364 0.0 -0.1 0.0 0.309
H -3.800 -2.010 -1.755 -0.1 -0.1 -0.5 -0.304
H 5.305 -0.284 -0.479 0.1 0.0 0.0 0.078
H -5.277 0.492 -1.674 0.1 0.0 0.1 -0.121
H 2.921 1.434 3.071 -0.3 0.2 0.0 -0.770
H -5.146 -1.077 -0.202 0.6 0.6 0.1 -0.745
H 4.716 6.146 -3.312 0.0 -0.1 -0.1 0.342
H -0.670 -1.922 1.621 -0.2 -0.2 -0.1 0.196
H 0.494 4.253 0.168 0.0 0.4 0.2 -0.146
H -7.045 -0.033 0.067 -0.1 0.0 0.1 0.459
H -0.433 0.873 -6.406 -0.3 0.1 -0.1 0.342
H 2.230 4.643 -1.470 0.4 0.3 0.2 0.300
H -0.777 -0.795 -5.074 0.2 0.0 -0.2 -0.250
H 0.634 2.134 -3.207 0.1 -0.3 0.2 0.273
H 4.329 1.481 1.044 0.1 0.1 -0.2 -0.167
H -2.634 1.727 -2.503 0.3 -0.2 0.0 0.371
H 0.803 -4.182 -4.300 0.1 0.4 -0.2 0.391
H -1.748 -3.166 4.782 0.1 0.4 -0.2 0.171
H -0.576 3.259 -4.939 0.0 0.0 -0.2 0.397
H -1.591 -0.629 0.801 0.1 0.1 0.3 -0.094
H -2.914 -2.475 3.535 0.6 -0.2 -0.2 -0.305
H -3.198 3.826 1.294 0.2 -0.1 -0.3 0.191
H 0.873 -3.824 -2.549 0.4 0.0 -0.2 0.372
H -5.489 2.622 -3.168 -0.1 0.1 0.0 0.347
H -2.703 0.494 -1.232 -0.2 0.0 0.1 -0.114
H 4.311 -3.072 1.465 0.0 0.2 -0.1 0.228
H 4.172 -0.821 1.764 0.6 0.9 -0.1 -0.504
H 1.033 3.299 -6.834 -0.2 0.0 0.1 0.405
H -1.925 -1.939 -4.503 0.1 -0.2 0.3 0.103
H 5.833 -0.946 -2.875 -0.1 -0.1 0.1 0.436
H 0.292 0.281 5.413 0.0 0.2 0.1 0.182
H -1.852 6.940 0.243 -0.1 -0.1 0.0 0.339
H 5.031 0.453 -3.502 -0.5 0.1 0.3 0.339
H 1.735 1.798 -6.368 0.0 -0.2 0.4 0.311
H -3.021 0.061 -2.912 -0.2 0.0 0.0 0.192
H 4.357 1.062 -1.162 -0.3 -0.1 0.3 -0.386
H 5.667 -3.294 2.518 0.2 0.1 0.0 0.409
H -5.784 -3.051 -1.847 0.0 0.0 0.0 0.247
H -0.777 1.124 -3.647 0.1 0.0 0.3 -0.268
H -6.444 -2.238 2.258 0.0 0.2 0.0 0.384
H 0.176 -4.059 4.355 0.0 0.3 -0.3 0.068
H -0.624 -4.176 -3.268 -0.1 0.2 -0.2 0.272
H 3.211 3.492 4.610 -0.1 0.0 0.0 0.499
H 5.510 3.159 -3.063 -0.1 0.1 0.2 0.427
H 1.050 -4.060 2.235 0.0 0.0 0.0 0.238
H -4.672 2.151 -1.353 0.1 -0.4 0.5 0.418
H 0.713 0.008 1.476 0.2 0.1 -0.1 -0.564
H -0.182 -1.670 -2.736 -0.4 -0.4 0.1 -1.662
H 1.692 -2.108 0.890 0.0 0.2 -0.2 -0.093
H -6.973 -2.504 0.609 0.1 0.2 -0.2 0.448
H -2.921 -3.071 -0.798 -0.1 -0.6 -0.1 0.337
H -4.437 -4.308 3.972 0.2 -0.3 -0.6 0.318
H 1.815 -1.141 4.719 0.4 -0.1 -0.1 0.720
H -5.364 -3.023 1.107 0.0 0.0 0.0 0.173
H 0.299 -0.184 -1.500 -0.1 0.3 -0.3 -1.384
H -4.027 -3.986 -3.487 -0.2 -0.1 0.0 0.401
H 5.888 0.393 2.773 0.2 -0.4 0.2 0.515
H -4.654 -0.677 2.824 -0.4 0.2 -0.1 0.504
```
Positions in Å, forces in eV/Å.

The total energy comes out at -68686.2171 eV. The HOMO energy is -0.35340 Ha. The energy above the lowest of the compared OMol25 structures with the same formula, charge and spin comes out at 2.120 eV.